[1]
Below is a structure of composition C26H31N7O5PSV, with properties calculated with ωB97M-V/def2-TZVPD.

Geometry as ORCA input:
```
! RIJCOSX wB97M-V def2-TZVPD def2/J DEFGRID3
* xyz 3 2
V 1.000 -0.252 0.029
C -1.601 0.567 7.303
C -0.725 0.370 6.109
C -1.281 0.113 4.845
C -0.480 -0.074 3.743
C 0.908 0.000 3.905
C 1.495 0.258 5.150
C 0.667 0.438 6.237
S 1.949 -0.238 2.580
O 1.431 -1.345 1.666
O 3.316 -0.297 2.934
N 1.660 0.828 1.362
C 1.627 2.098 0.775
C 2.025 3.335 1.196
C 1.848 4.366 0.267
C 1.317 4.107 -0.990
C 0.953 2.813 -1.324
N 1.099 1.823 -0.439
H -2.651 0.414 7.067
H -1.477 1.578 7.696
H -1.315 -0.122 8.099
H -2.356 0.055 4.741
H -0.930 -0.287 2.780
H 2.570 0.299 5.257
H 1.103 0.629 7.209
H 2.447 3.500 2.177
H 2.132 5.375 0.534
H 1.178 4.902 -1.708
H 0.535 2.564 -2.290
C 5.333 0.540 -1.476
O 4.027 0.339 -0.827
P 3.031 -0.815 -1.148
O 3.665 -2.205 -0.863
C 4.415 -2.596 0.336
O 2.593 -0.872 -2.641
C 3.326 -1.536 -3.742
H 5.971 -0.320 -1.287
H 5.750 1.430 -1.020
H 5.182 0.694 -2.542
H 4.730 -3.616 0.151
H 3.761 -2.547 1.201
H 5.274 -1.942 0.458
H 3.501 -0.777 -4.497
H 2.683 -2.325 -4.117
H 4.257 -1.954 -3.371
C -0.953 -0.507 -2.539
C -1.122 -1.506 -1.453
N -0.348 -1.586 -0.341
C -0.869 -2.614 0.450
C -1.934 -3.125 -0.189
N -2.069 -2.429 -1.384
C -3.268 -2.518 -2.253
N -4.074 -1.360 -2.070
N -4.352 -0.987 -0.784
N -4.852 0.177 -0.784
C -4.922 0.638 -2.089
C -5.420 1.842 -2.597
C -5.352 2.014 -3.960
C -4.815 1.018 -4.803
C -4.334 -0.178 -4.318
C -4.396 -0.338 -2.931
H -0.014 0.046 -2.423
H -1.788 0.196 -2.563
H -0.899 -0.999 -3.511
H -0.422 -2.891 1.387
H -2.612 -3.914 0.087
H -3.781 -3.430 -1.952
H -2.972 -2.604 -3.296
H -5.857 2.585 -1.945
H -5.738 2.921 -4.405
H -4.807 1.191 -5.871
H -3.975 -0.951 -4.985
*
```

- E_LUMO (spin up / spin down) (eV) = -11.2 / -10.5
- HOMO-LUMO gap (spin up / spin down) (eV) = 4.30 / 5.06

Löwdin population analysis, charges in e, atoms 1 to 4: 1.04 -0.01 -0.20 0.01

[2]
Below is the molecule C26H32BF5N2O5Si, with properties calculated with ωB97M-V/def2-TZVPD.

Geometry as ORCA input:
```
! RIJCOSX wB97M-V def2-TZVPD def2/J DEFGRID3
* xyz 0 1
C -2.854 -2.918 0.075
C -1.620 -3.611 -0.697
B -0.268 -3.488 0.233
O 0.517 -4.708 0.341
C 0.118 -2.109 1.001
C -0.640 -1.859 2.363
C -0.403 -0.565 3.234
C -1.114 -0.280 4.636
C -1.986 -1.497 5.214
O -1.171 -2.366 6.059
C -3.090 -0.828 6.221
N -4.465 -1.280 5.830
C 0.625 0.445 2.606
C 1.376 0.203 1.248
C 1.168 -1.082 0.425
C 1.975 -1.302 -0.913
F 3.049 -0.407 -1.158
F 2.556 -2.629 -1.042
C 0.956 -1.123 -2.166
C 1.739 -1.392 -3.569
Si 1.684 0.099 -4.775
C 2.023 -0.565 -6.571
C 3.112 1.382 -4.457
C -0.023 0.981 -4.732
C -0.216 2.536 -4.663
C -1.651 3.179 -4.595
C -2.910 2.241 -4.586
C -2.713 0.688 -4.692
C -1.293 0.053 -4.769
C 2.228 1.507 1.099
O 3.070 1.978 0.307
N 1.892 2.479 2.186
C 2.988 3.404 2.580
O 2.690 4.262 3.707
C 2.012 5.440 3.325
F 1.228 5.327 2.157
F 2.867 6.571 3.192
F 1.100 5.740 4.390
C 1.099 1.832 3.220
O 0.732 2.175 4.368
H -2.585 -1.797 0.185
H -2.982 -3.355 1.137
H -3.844 -2.983 -0.519
H -1.916 -4.722 -0.856
H -1.498 -3.166 -1.741
H 0.009 -5.421 -0.122
H -1.404 -2.604 2.783
H -0.263 -0.098 5.398
H -1.678 0.708 4.547
H -2.595 -2.070 4.439
H -0.826 -1.798 6.791
H -3.089 0.325 6.113
H -2.860 -1.041 7.326
H -5.080 -1.053 6.625
H -4.392 -2.317 5.758
H 0.006 -1.741 -2.057
H 0.616 -0.015 -2.165
H 2.855 -1.642 -3.408
H 1.261 -2.322 -4.053
H 1.922 0.271 -7.351
H 3.088 -0.990 -6.659
H 1.297 -1.397 -6.866
H 2.812 1.951 -3.513
H 4.063 0.759 -4.331
H 3.269 2.075 -5.370
H 0.712 3.220 -4.657
H -1.808 4.319 -4.540
H -3.975 2.673 -4.514
H -3.605 -0.043 -4.689
H -1.141 -1.085 -4.854
H 3.913 2.746 2.806
H 3.334 4.101 1.725
*
```

- SMILES = CCB(O)c1cc(C[C@@H](O)CN)c2c(c1C(F)(F)CC[Si](C)(C)c1ccccc1)C(=O)N(COC(F)(F)F)C2=O
- E_LUMO (eV) = -1.2
- HOMO-LUMO gap (eV) = 7.63

Löwdin population analysis, charges in e, atoms 1 to 4: -0.14 -0.17 -0.37 0.07

[3]
Below is a structure of composition C26H32BN6V, with properties calculated with ωB97M-V/def2-TZVPD.

Geometry as ORCA input:
```
! RIJCOSX wB97M-V def2-TZVPD def2/J DEFGRID3
* xyz 2 3
V 12.933 9.742 8.499
C 14.961 8.136 5.424
C 15.821 7.852 6.697
C 17.155 7.501 6.509
C 18.063 7.307 7.566
C 17.511 7.427 8.852
C 16.166 7.652 9.112
C 15.487 7.415 10.450
C 15.405 7.870 7.988
N 13.977 7.931 8.191
C 13.297 6.866 7.985
C 13.842 5.493 7.695
C 11.796 7.081 7.973
C 10.935 5.910 7.761
N 11.422 8.302 8.065
C 10.125 8.780 8.437
C 9.643 8.656 9.767
C 10.237 7.592 10.732
C 8.598 9.544 10.129
C 8.021 10.439 9.249
C 8.437 10.368 7.885
C 9.531 9.617 7.492
C 10.146 9.697 6.156
H 15.384 8.262 4.462
H 14.437 9.059 5.672
H 14.150 7.346 5.425
H 17.477 7.304 5.472
H 19.074 7.078 7.333
H 18.163 7.193 9.714
H 16.273 7.489 11.202
H 15.022 6.365 10.599
H 14.772 8.166 10.738
H 14.909 5.388 8.050
H 13.866 5.259 6.619
H 13.274 4.715 8.207
H 9.930 6.203 7.757
H 11.130 5.142 8.451
H 11.195 5.471 6.843
H 10.164 7.952 11.763
H 11.303 7.476 10.464
H 9.817 6.632 10.616
H 8.216 9.570 11.129
H 7.342 11.188 9.514
H 7.829 10.855 7.142
H 10.268 8.697 5.715
H 11.221 10.090 6.087
H 9.488 10.282 5.431
B 12.498 12.173 8.767
N 12.823 11.787 10.171
C 13.491 12.326 11.192
C 13.872 11.325 12.092
C 13.460 10.138 11.504
N 12.827 10.421 10.362
N 13.930 12.116 8.035
C 14.879 13.010 7.644
C 16.000 12.278 7.240
C 15.724 10.943 7.618
N 14.452 10.801 7.984
H 11.850 11.283 8.153
H 11.982 13.223 8.697
H 13.558 13.391 11.317
H 14.336 11.420 13.057
H 13.542 9.102 11.862
H 14.558 14.056 7.455
H 16.940 12.643 6.939
H 16.344 10.057 7.600
*
```

- E_LUMO (spin up / spin down) (eV) = -7.8 / -7.6
- HOMO-LUMO gap (spin up / spin down) (eV) = 6.62 / 6.88

natural (NBO) population analysis, charges in e, atoms 1 to 4: 1.62 -0.61 -0.03 -0.18

[4]
Below is a structure of composition C26H32CoN2O5, with properties calculated with ωB97M-V/def2-TZVPD.

Geometry as ORCA input:
```
! RIJCOSX wB97M-V def2-TZVPD def2/J DEFGRID3
* xyz -2 2
Co 0.229 -0.964 0.609
O -2.101 2.226 -0.592
C -1.650 1.250 0.011
O -0.683 0.521 -0.372
C -2.367 0.809 1.305
C -2.832 -0.653 1.187
C -3.929 -0.947 2.217
C -3.103 -1.010 3.525
C -1.691 -0.739 2.997
O -1.723 -1.395 1.718
C -1.536 0.744 2.629
C -0.050 1.171 2.564
O 0.262 2.239 3.095
O 0.748 0.349 2.016
H -3.222 1.477 1.429
H -3.026 -0.991 0.171
H -4.404 -1.905 2.004
H -4.695 -0.172 2.228
H -3.159 -2.001 3.978
H -3.411 -0.271 4.267
H -0.870 -1.153 3.580
H -2.004 1.382 3.382
N 2.488 0.756 -0.569
C 3.241 0.195 -1.563
C 2.708 0.016 -2.848
C 3.485 -0.505 -3.865
C 4.809 -0.868 -3.646
C 5.337 -0.706 -2.371
C 4.572 -0.186 -1.343
H 2.770 0.583 0.384
H 1.481 0.718 -0.671
H 1.669 0.271 -3.021
H 3.040 -0.648 -4.843
H 5.408 -1.288 -4.445
H 6.360 -1.006 -2.166
H 4.986 -0.092 -0.346
C 1.855 -3.139 3.191
C 2.827 -3.643 2.124
C 3.705 -2.497 1.610
C 2.143 -4.418 1.013
C 2.403 -5.767 0.893
C 1.836 -6.566 -0.100
C 0.980 -5.940 -1.004
C 0.678 -4.595 -0.952
C -0.273 -4.029 -1.989
C 0.344 -2.925 -2.849
C -1.596 -3.566 -1.371
C 1.254 -3.756 0.079
N 1.025 -2.466 0.142
H 2.397 -2.650 4.007
H 1.276 -3.968 3.606
H 1.167 -2.412 2.761
H 3.497 -4.363 2.617
H 3.088 -1.710 1.176
H 4.389 -2.852 0.835
H 4.294 -2.073 2.429
H 3.087 -6.215 1.614
H 2.065 -7.623 -0.175
H 0.521 -6.528 -1.798
H -0.508 -4.866 -2.665
H 0.588 -2.056 -2.242
H -0.356 -2.619 -3.633
H 1.264 -3.273 -3.323
H -1.414 -2.759 -0.661
H -2.081 -4.388 -0.838
H -2.279 -3.200 -2.145
*
```

- E_LUMO (spin up / spin down) (eV) = 4.9 / 4.9
- HOMO-LUMO gap (spin up / spin down) (eV) = 5.02 / 5.33

natural (NBO) population analysis, charges in e, atoms 1 to 4: 1.06 -0.72 0.80 -0.83

[5]
Below is the molecule C26H32N4O4S, with properties calculated with ωB97M-V/def2-TZVPD.

Geometry as ORCA input:
```
! RIJCOSX wB97M-V def2-TZVPD def2/J DEFGRID3
* xyz 0 1
C -5.737 -4.892 -0.493
C -6.108 -3.657 0.320
N -5.239 -2.531 0.028
C -5.312 -1.502 1.051
C -4.284 -0.405 0.757
N -4.454 0.205 -0.551
C -5.557 1.143 -0.660
C -5.259 2.436 0.114
N -3.904 2.878 -0.105
C -2.971 2.792 0.875
O -3.249 2.538 2.032
C -1.570 3.059 0.439
C -1.241 3.896 -0.625
C 0.083 4.092 -0.962
C 1.096 3.459 -0.252
C 0.780 2.639 0.835
C -0.555 2.453 1.167
N 1.769 2.058 1.613
C 3.098 1.897 1.336
O 3.846 1.453 2.182
C 3.549 2.303 -0.014
C 4.590 1.771 -0.676
C 5.350 0.586 -0.325
C 4.771 -0.531 0.259
C 5.533 -1.651 0.544
C 6.889 -1.681 0.260
O 7.722 -2.724 0.511
C 7.198 -3.858 1.157
C 7.487 -0.556 -0.357
O 8.818 -0.674 -0.618
C 9.480 0.416 -1.209
C 6.712 0.546 -0.653
S 2.771 3.738 -0.716
C -4.463 -0.844 -1.551
C -5.494 -1.943 -1.274
H -4.669 -5.074 -0.412
H -5.992 -4.774 -1.542
H -6.273 -5.757 -0.109
H -5.987 -3.890 1.381
H -7.172 -3.404 0.152
H -5.081 -1.954 2.018
H -6.326 -1.064 1.115
H -4.320 0.362 1.530
H -3.287 -0.854 0.767
H -5.663 1.386 -1.723
H -6.523 0.747 -0.310
H -5.960 3.215 -0.204
H -5.367 2.288 1.190
H -3.591 2.890 -1.063
H -2.009 4.419 -1.174
H 0.353 4.743 -1.778
H -0.823 1.834 2.011
H 1.482 1.709 2.520
H 4.902 2.273 -1.585
H 3.715 -0.545 0.475
H 5.052 -2.504 0.995
H 8.038 -4.538 1.282
H 6.425 -4.345 0.553
H 6.785 -3.607 2.139
H 9.078 0.643 -2.203
H 9.422 1.312 -0.582
H 10.520 0.110 -1.305
H 7.152 1.414 -1.119
H -4.643 -0.405 -2.536
H -3.467 -1.297 -1.549
H -5.398 -2.716 -2.038
H -6.517 -1.524 -1.336
*
```

- SMILES = CCN1CCN(CCNC(=O)c2ccc3c(c2)NC(=O)/C(=C\c2ccc(OC)c(OC)c2)S3)CC1
- E_LUMO (eV) = 0.2
- HOMO-LUMO gap (eV) = 7.86

natural (NBO) population analysis, charges in e, atoms 1 to 4: -0.61 -0.21 -0.45 -0.24

[6]
Below is the molecule C26H32N4O6S, with properties calculated with ωB97M-V/def2-TZVPD.

Geometry as ORCA input:
```
! RIJCOSX wB97M-V def2-TZVPD def2/J DEFGRID3
* xyz 0 1
C 5.082 2.850 3.509
C 4.226 1.687 3.996
O 3.175 1.370 3.098
C 3.454 0.735 1.922
C 4.677 0.181 1.570
C 4.824 -0.466 0.352
C 3.764 -0.522 -0.526
S 3.931 -1.413 -2.075
O 3.253 -0.694 -3.111
O 5.317 -1.738 -2.252
N 3.116 -2.837 -1.835
C 3.677 -3.715 -0.838
C 3.176 -5.138 -1.078
C 1.650 -5.159 -1.064
C 1.115 -4.174 -2.100
C 1.673 -2.780 -1.821
C 2.539 0.032 -0.206
C 2.367 0.640 1.026
N 1.146 1.182 1.442
C -0.085 0.864 0.970
O -0.309 0.101 0.061
C -1.210 1.588 1.725
N -2.480 1.201 1.178
C -3.174 0.067 1.629
O -2.883 -0.580 2.600
N -4.221 -0.088 0.792
C -4.229 0.851 -0.305
C -4.104 0.147 -1.671
C -2.974 -0.876 -1.706
C -5.442 1.767 -0.285
C -5.504 2.837 -1.170
C -6.604 3.675 -1.175
C -7.654 3.455 -0.299
C -7.590 2.399 0.592
C -6.489 1.560 0.603
C -2.979 1.682 0.002
O -2.535 2.608 -0.625
H 5.841 3.079 4.252
H 4.462 3.730 3.357
H 5.570 2.608 2.568
H 4.840 0.802 4.196
H 3.710 1.962 4.920
H 5.521 0.233 2.239
H 5.763 -0.912 0.065
H 4.761 -3.657 -0.939
H 3.393 -3.387 0.176
H 3.535 -5.476 -2.051
H 3.578 -5.800 -0.310
H 1.287 -6.166 -1.277
H 1.291 -4.873 -0.072
H 1.427 -4.488 -3.096
H 0.025 -4.139 -2.070
H 1.376 -2.073 -2.595
H 1.301 -2.425 -0.847
H 1.733 -0.001 -0.918
H 1.217 1.745 2.280
H -1.093 2.669 1.617
H -1.197 1.300 2.780
H -4.813 -0.901 0.819
H -5.058 -0.335 -1.899
H -3.922 0.915 -2.424
H -2.887 -1.289 -2.707
H -2.025 -0.418 -1.439
H -3.162 -1.696 -1.015
H -4.679 3.028 -1.838
H -6.640 4.505 -1.865
H -8.514 4.108 -0.306
H -8.399 2.225 1.286
H -6.448 0.749 1.314
*
```

- SMILES = CCOc1ccc(S(=O)(=O)N2CCCCC2)cc1NC(=O)CN1C(=O)N[C@@](CC)(c2ccccc2)C1=O
- E_LUMO (eV) = 0.5
- HOMO-LUMO gap (eV) = 9.20

natural (NBO) population analysis, charges in e, atoms 1 to 4: -0.64 -0.06 -0.51 0.29

[7]
Below is a structure of composition C26H32N4OPtSSi, with properties calculated with ωB97M-V/def2-TZVPD.

Geometry as ORCA input:
```
! RIJCOSX wB97M-V def2-TZVPD def2/J DEFGRID3
* xyz 0 1
Pt 0.072 1.332 -1.144
C 4.798 3.498 1.161
C 4.680 3.415 -0.355
N 3.425 3.964 -0.853
C 2.274 3.279 -0.944
S 2.307 1.544 -0.749
N 1.196 4.017 -1.180
N 0.069 3.275 -1.307
C -1.083 3.851 -1.451
C -1.267 5.330 -1.535
C -2.224 2.923 -1.527
C -3.544 3.331 -1.575
C -4.547 2.374 -1.658
C -4.208 1.035 -1.720
C -2.868 0.689 -1.649
N -1.917 1.610 -1.532
H 5.781 3.151 1.482
H 4.040 2.875 1.635
H 4.671 4.527 1.505
H 4.742 2.380 -0.682
H 5.490 3.963 -0.837
H 3.303 4.965 -0.803
H -0.298 5.815 -1.515
H -1.863 5.697 -0.695
H -1.787 5.601 -2.457
H -3.777 4.386 -1.535
H -5.587 2.673 -1.668
H -4.961 0.264 -1.799
H -2.522 -0.337 -1.656
C -1.599 -3.305 -1.821
C -0.283 -3.425 -1.045
C 0.889 -3.435 -2.036
C -0.264 -4.737 -0.253
Si -0.098 -1.879 0.048
O -0.065 -0.642 -0.978
C 1.475 -1.983 1.080
C 2.725 -1.815 0.472
C 3.899 -1.852 1.210
C 3.850 -2.051 2.584
C 2.622 -2.207 3.211
C 1.450 -2.172 2.465
C -1.546 -1.720 1.267
C -2.158 -0.469 1.398
C -3.280 -0.277 2.196
C -3.817 -1.345 2.900
C -3.201 -2.586 2.831
C -2.081 -2.767 2.028
H -1.736 -4.167 -2.484
H -1.600 -2.404 -2.441
H -2.460 -3.260 -1.147
H 0.762 -4.249 -2.760
H 1.840 -3.595 -1.524
H 0.950 -2.494 -2.587
H -0.234 -5.590 -0.941
H -1.158 -4.855 0.360
H 0.613 -4.805 0.397
H 2.779 -1.632 -0.596
H 4.854 -1.721 0.716
H 4.764 -2.076 3.163
H 2.577 -2.348 4.285
H 0.498 -2.284 2.974
H -1.728 0.378 0.876
H -3.736 0.704 2.265
H -4.699 -1.206 3.514
H -3.597 -3.419 3.399
H -1.604 -3.739 2.023
*
```

- E_LUMO (eV) = -0.7
- HOMO-LUMO gap (eV) = 7.19

natural (NBO) population analysis, charges in e, atoms 1 to 4: 0.79 -0.62 -0.22 -0.57